No. 1
Molecular formula: C47H78F3MnO22
Method: DFT, the ωB97M-V functional and the def2-TZVPD basis

Geometry (Å):
Mn -29.3457 -1.0803 24.8002
C -29.0303 -2.2272 27.8125
O -29.6749 -3.4272 28.1426
O -29.5930 -1.7450 26.7075
C -28.9879 -1.2998 29.0392
F -30.1101 -0.6179 29.3111
F -28.6951 -2.0019 30.1228
F -28.0391 -0.3628 28.8493
C -28.9024 -4.5680 28.4954
C -29.7928 -5.7847 28.3039
H -30.3464 -5.6519 27.3703
H -29.2264 -6.6882 28.0851
H -30.5139 -5.8242 29.1194
H -28.3664 -4.5073 29.4436
H -28.1550 -4.6532 27.6884
H -27.9611 -2.5191 27.7658
C -29.2378 3.5872 30.4687
O -29.9027 3.4885 31.7124
C -30.7217 2.4774 31.9443
O -31.2806 2.3139 32.9925
O -30.8473 1.6035 30.9376
C -31.8838 0.6244 30.9991
H -28.6125 2.7209 30.2614
H -28.6190 4.4817 30.4150
H -29.9308 3.7703 29.6412
H -32.6826 0.9391 31.6693
H -31.3693 -0.1875 31.5231
H -32.2442 0.2507 30.0490
C -31.2617 -11.8313 28.3311
C -30.4899 -10.8327 27.4834
C -30.0156 -9.7600 28.4591
O -30.6309 -10.0703 29.6929
C -30.8477 -11.4880 29.7548
H -31.0281 -12.8556 28.0554
H -32.3246 -11.5841 28.3328
H -31.0099 -10.5437 26.5673
H -29.6315 -11.3124 26.9939
H -30.1299 -8.7073 28.1915
H -28.9187 -9.7356 28.5675
H -31.5513 -11.5756 30.5858
H -30.0281 -12.1123 30.1433
C -29.6796 -6.5258 33.7114
C -30.5308 -5.4194 34.2812
C -29.7690 -4.1808 33.8272
O -29.0995 -4.5116 32.6181
C -28.7441 -5.9124 32.6407
H -30.3350 -7.2900 33.2936
H -29.0354 -6.9606 34.4788
H -30.7119 -5.3891 35.3490
H -31.4240 -5.3418 33.6549
H -28.9730 -3.8619 34.5151
H -30.3333 -3.2591 33.6754
H -27.6698 -6.0226 32.8175
H -28.9239 -6.3220 31.6409
C -32.4933 -7.7353 30.4851
C -32.8399 -6.3891 31.0661
C -34.3499 -6.2450 30.7149
O -34.8162 -7.5719 30.6064
C -33.7664 -8.5198 30.7719
H -31.6379 -8.2507 30.9200
H -32.3019 -7.7134 29.4094
H -32.2818 -5.5713 30.6018
H -32.7456 -6.2930 32.1477
H -34.4238 -5.7539 29.7366
H -34.8465 -5.6628 31.4928
H -33.8982 -9.3936 30.1352
H -33.7649 -8.8817 31.8072
O -28.6656 -8.0418 25.6883
C -27.6422 -8.6456 25.8679
O -26.9361 -8.5234 26.9942
C -25.7915 -9.3997 26.9782
C -25.5152 -9.5444 25.4767
C -26.9314 -9.4793 24.8483
H -26.0206 -10.4126 27.3323
H -24.9286 -9.1499 27.5866
H -25.0717 -10.4885 25.1593
H -24.8970 -8.7793 25.0042
H -27.3253 -10.4984 24.8828
H -26.9733 -9.0880 23.8401
O -31.2889 -2.0099 24.4102
C -32.3803 -2.5462 24.4213
O -33.4674 -1.7996 24.4340
C -34.6433 -2.6160 24.5474
C -34.1553 -4.0184 24.9215
C -32.7308 -4.0163 24.3740
H -35.1524 -2.6259 23.5850
H -35.3335 -2.3106 25.3287
H -34.6632 -4.8156 24.3813
H -34.1422 -4.2374 25.9860
H -32.6468 -4.2761 23.3149
H -31.9618 -4.5441 24.9352
O -22.8561 -2.0100 31.7458
C -23.8801 -2.4393 31.3134
O -24.9870 -2.5034 32.0931
C -26.0990 -2.9590 31.3041
C -25.7217 -2.7433 29.8406
C -24.1890 -2.8268 29.8768
H -26.9869 -2.3649 31.4914
H -26.2741 -4.0027 31.5436
H -26.0652 -1.7823 29.4596
H -26.1925 -3.5210 29.2359
H -23.8042 -2.0716 29.2003
H -23.8882 -3.8655 29.7574
O -35.3439 -0.2889 27.7572
C -34.7611 -1.1706 28.3160
O -33.7759 -1.8568 27.6688
C -32.8644 -2.5038 28.5837
C -33.7743 -2.7379 29.7878
C -34.7885 -1.5882 29.7831
H -31.9443 -1.9396 28.6744
H -32.6417 -3.4905 28.1753
H -33.1872 -2.6748 30.7166
H -34.1738 -3.7380 29.9316
H -34.6229 -0.7916 30.4960
H -35.7586 -2.0862 29.8573
O -30.3106 0.6870 25.3249
C -31.1117 1.3912 25.9181
O -31.3045 2.6428 25.5881
C -32.1933 3.2683 26.5382
C -32.3909 2.2730 27.6721
C -32.0210 0.9139 27.0218
H -33.0832 3.6627 26.0471
H -31.7012 4.1660 26.9151
H -33.3254 2.3680 28.2125
H -31.5454 2.5103 28.3243
H -32.9252 0.4742 26.5975
H -31.4971 0.3247 27.7609
O -24.8949 -5.8021 31.1182
C -25.2341 -6.9431 31.0781
O -25.1009 -7.7529 32.1561
C -25.8895 -8.9191 31.9740
C -26.7971 -8.6994 30.7512
C -26.0624 -7.6099 29.9595
H -26.5442 -9.1238 32.8264
H -25.3094 -9.8444 31.9526
H -27.7915 -8.3729 31.0382
H -26.7819 -9.6349 30.1936
H -26.7659 -6.8395 29.6653
H -25.3113 -8.0505 29.3141
O -26.8028 -1.8968 35.9314
C -27.2081 -1.1314 35.1263
O -28.4043 -1.3363 34.4796
C -28.5797 -0.3009 33.5588
C -27.8221 0.9164 34.0317
C -26.6604 0.2726 34.7762
H -29.5794 0.0510 33.2849
H -28.1843 -0.5256 32.5560
H -28.3759 1.4549 34.8108
H -27.7160 1.6619 33.2458
H -26.3900 0.6317 35.7657
H -25.7791 0.0921 34.1554

The expectation value of S² is 8.754. The total energy is -134513.8057 eV. The value obtained for the HOMO energy (spin up / spin down) is -10.831 / -10.831 eV. Its frontier orbital gap (spin up / spin down) is 6.195 / 6.224 eV. As for the spin multiplicity: 6. Its energy above the lowest of the compared OMol25 structures with the same formula, charge and spin is 1.467 eV. As for the charge: +1. Its molar mass is 1107.051 g mol⁻¹.

No. 2
Molecular formula: C47H83N2O23PS9
Method: DFT, the ωB97M-V functional and the def2-TZVPD basis

Geometry (Å):
C 1.4730 0.2647 -0.3876
O 1.6885 0.5224 1.0375
C 2.5725 -0.4672 1.6066
C 3.9617 -0.5667 0.8010
C 4.3696 -1.8035 -0.0434
C 5.7328 -1.8946 -0.7885
N 6.2057 -3.0466 -1.5764
C 6.1797 -4.2337 -0.6617
C 5.4217 -3.2595 -2.8112
C 3.8313 -3.2612 -2.9300
O 6.0722 -3.4936 -3.8679
C 6.6840 -0.6857 -0.6511
C 6.3147 0.5747 0.1905
C 4.9464 0.6405 0.9233
C 4.6231 1.9342 1.8065
O 5.6372 2.0925 2.8482
C 5.8657 0.8403 3.5415
C 7.5190 1.6208 0.1358
O 7.6469 2.6764 0.7815
N 8.4150 0.9784 -0.8317
P 9.2477 1.9952 -2.0005
O 9.3829 3.6218 -1.4503
O 10.8762 1.4817 -2.2150
S 8.2967 2.1002 -3.7108
C 8.1448 -0.4157 -1.2081
O 8.9753 -1.1351 -1.7913
H 2.2599 0.8540 -0.9671
H 1.5635 -0.8743 -0.5348
H 0.4246 0.5763 -0.7297
H 2.8603 -0.1895 2.6899
H 2.0755 -1.5100 1.6734
H 3.6693 -2.7028 -0.1253
H 5.1535 -4.7533 -0.5856
H 7.0372 -4.9758 -0.8766
H 6.3986 -3.8267 0.3974
H 3.4651 -2.1676 -2.8577
H 3.5425 -3.5989 -3.9927
H 3.2933 -3.9409 -2.1915
H 3.5586 1.9342 2.2260
H 4.7188 2.8417 1.1047
H 6.2268 1.1157 4.6031
H 4.9376 0.1841 3.6469
H 6.7322 0.2272 3.0823
H 8.4591 3.9627 -1.4942
H 10.9610 0.6148 -1.7474
O 2.6359 -7.5910 0.9287
S 3.7170 -6.8163 1.4897
O 4.0661 -5.5035 0.9897
C 3.4859 -6.7175 3.2557
C 4.2003 -7.9486 3.7979
C 5.5140 -8.0434 3.0190
C 5.1854 -7.8384 1.5389
H 2.4221 -6.6989 3.4908
H 3.9644 -5.7995 3.6040
H 4.3714 -7.8714 4.8735
H 3.5967 -8.8433 3.6144
H 6.1957 -7.2565 3.3576
H 6.0127 -9.0012 3.1827
H 5.9959 -7.3325 1.0127
H 4.9550 -8.7839 1.0453
O 8.5101 4.3039 -9.6668
S 8.5916 3.9226 -8.2753
O 7.4450 3.9637 -7.3964
C 9.3381 2.3051 -8.1742
C 10.8332 2.5844 -8.0971
C 10.9866 3.7596 -7.1295
C 9.9472 4.8130 -7.5185
H 9.0561 1.7106 -9.0427
H 8.9793 1.8287 -7.2589
H 11.3881 1.7066 -7.7599
H 11.2133 2.8666 -9.0845
H 10.7984 3.4163 -6.1071
H 11.9966 4.1748 -7.1548
H 9.5805 5.3572 -6.6476
H 10.3438 5.5137 -8.2552
O -1.1426 2.7407 -1.5066
S -1.1343 4.1443 -1.1606
O -2.3507 4.9187 -1.0444
C -0.1743 4.3535 0.3285
C 1.2515 4.5540 -0.1680
C 1.1448 5.4998 -1.3664
C 0.0034 4.9930 -2.2506
H -0.2873 3.4791 0.9699
H -0.5420 5.2460 0.8399
H 1.8948 4.9618 0.6143
H 1.6746 3.5965 -0.4894
H 0.9165 6.5107 -1.0133
H 2.0821 5.5521 -1.9247
H -0.5157 5.8133 -2.7473
H 0.3599 4.2755 -2.9916
O 0.0997 -4.2268 2.3893
S -0.6682 -3.2345 1.6696
O -0.3775 -2.8798 0.2963
C -2.3982 -3.6490 1.8042
C -2.8534 -2.9524 3.0799
C -2.2105 -1.5656 3.0466
C -0.7449 -1.7484 2.6589
H -2.5213 -4.7316 1.8383
H -2.9073 -3.2395 0.9286
H -3.9416 -2.8933 3.1382
H -2.4976 -3.5026 3.9540
H -2.7106 -0.9499 2.2983
H -2.3033 -1.0551 4.0053
H -0.3763 -0.9047 2.0727
H -0.1140 -1.8952 3.5379
O -2.5720 1.3207 2.2346
S -3.9207 1.1245 2.7190
O -4.3422 -0.1030 3.3604
C -4.3502 2.4989 3.7720
C -4.9341 3.5336 2.8188
C -5.8394 2.7529 1.8632
C -5.0635 1.5195 1.4014
H -3.4658 2.8527 4.3016
H -5.1018 2.1515 4.4844
H -5.4843 4.3087 3.3565
H -4.1311 4.0185 2.2538
H -6.7446 2.4409 2.3923
H -6.1512 3.3626 1.0129
H -5.7251 0.6701 1.2291
H -4.4818 1.7267 0.5011
O -8.1123 1.3772 0.4930
S -9.4626 1.1756 0.9723
O -9.8781 -0.0529 1.6114
C -9.9018 2.5492 2.0232
C -10.4849 3.5817 1.0672
C -11.3821 2.7989 0.1071
C -10.5997 1.5679 -0.3515
H -9.0213 2.9066 2.5568
H -10.6550 2.1988 2.7324
H -11.0404 4.3548 1.6022
H -9.6816 4.0687 0.5065
H -12.2901 2.4839 0.6322
H -11.6912 3.4086 -0.7445
H -11.2576 0.7164 -0.5278
H -10.0144 1.7777 -1.2485
O -9.0494 4.7529 -1.6733
S -9.2895 4.1717 -2.9751
O -10.4804 3.4054 -3.2703
C -9.1053 5.4482 -4.2075
C -7.6240 5.4182 -4.5612
C -7.2524 3.9379 -4.6685
C -7.8470 3.2262 -3.4515
H -9.4314 6.4059 -3.8027
H -9.7209 5.1734 -5.0669
H -7.4229 5.9551 -5.4903
H -7.0388 5.8890 -3.7647
H -7.6812 3.5204 -5.5853
H -6.1709 3.7952 -4.7184
H -8.1464 2.2049 -3.6891
H -7.1518 3.2238 -2.6101
O -3.5483 -5.0785 5.1078
S -4.8210 -5.1304 5.7913
O -5.0293 -4.5095 7.0795
C -6.0903 -4.5704 4.6690
C -6.5285 -5.8319 3.9365
C -6.6245 -6.9212 5.0066
C -5.3598 -6.8355 5.8636
H -5.6889 -3.8057 4.0052
H -6.9063 -4.1589 5.2670
H -7.4793 -5.6858 3.4203
H -5.7776 -6.1121 3.1905
H -7.5055 -6.7414 5.6311
H -6.7339 -7.9138 4.5642
H -5.5569 -7.1084 6.9007
H -4.5603 -7.4595 5.4605

The total energy is -206956.4910 eV. The value obtained for the HOMO energy is -8.890 eV. Its frontier orbital gap is 7.787 eV. The structure (SMILES) is COCc1cc(N(C)C(C)=O)c2c(c1COC)C(=O)N(P(O)(O)=S)C2=O.O=S1(=O)CCCC1.O=S1(=O)CCCC1.O=S1(=O)CCCC1.O=S1(=O)CCCC1.O=S1(=O)CCCC1.O=S1(=O)CCCC1.O=S1(=O)CCCC1.O=S1(=O)CCCC1. As for the spin multiplicity: 1. Its molar mass is 1363.749 g mol⁻¹.

> Among the records above, which one has the highest spin multiplicity?

C47H78F3MnO22